Computed, not measured: 2 unconnected molecules or ions with the total composition C18H25N3O4 at a distorted geometry, with the ωB97M-V functional and the def2-TZVPD basis.

Last column: Löwdin charge in e.
Positions of all 50 atoms, in Å:
O  4.44246  -0.73132  -1.87294  0.07
O  3.50689  -2.81929  -1.28767  0.07
O  1.31476  -3.20602  -1.21638  0.12
O  3.14613  1.02597  -2.40550  0.13
N  -2.96883  2.23603  2.12506  -0.17
N  -1.76555  0.48693  2.84970  0.07
N  -1.44553  2.52639  4.00680  -0.16
C  0.77757  -0.34958  -1.74228  0.09
C  -2.01256  1.76550  2.99919  -0.41
C  -0.91832  1.87752  5.19924  -0.07
C  -1.72269  -0.27991  -1.65163  -0.02
C  -3.00663  -2.20683  -2.35912  -0.06
C  -2.94608  -0.93856  -1.75267  -0.07
C  1.99947  -0.98298  -1.82926  -0.03
C  2.19720  -2.41055  -1.45307  -0.40
C  3.20317  -0.13488  -2.07291  -0.40
C  4.47700  -2.14460  -2.12632  -0.54
C  -0.61944  -2.15290  -2.74046  -0.02
C  5.84256  -2.66315  -1.67721  0.02
C  -3.18099  3.55027  1.56809  -0.06
C  -1.84698  -2.78673  -2.89062  -0.06
C  4.22942  -2.44628  -3.59500  0.02
C  -3.69504  1.17534  1.47030  -0.09
C  -0.51515  -0.92543  -2.03713  -0.18
C  -1.23507  3.95753  4.03137  -0.06
H  -4.76111  1.40695  1.44479  0.09
H  0.78943  0.70759  -1.49296  0.13
H  -3.93685  -2.77296  -2.37651  0.11
H  -1.47430  4.33240  5.03410  0.09
H  0.27579  -2.58737  -3.18178  0.12
H  4.24963  -3.52932  -3.75070  0.11
H  -4.24398  3.80543  1.67823  0.09
H  6.63526  -2.19368  -2.25970  0.09
H  -2.94495  3.54671  0.49085  0.09
H  -1.63502  0.74976  -1.29495  0.11
H  -3.84880  -0.46155  -1.36279  0.10
H  3.27053  -2.04976  -3.93917  0.09
H  -1.32109  0.86663  5.24151  0.08
H  -1.86715  4.46945  3.31570  0.04
H  -0.92074  0.15003  3.31053  0.04
H  -2.57069  4.30785  2.05687  0.05
H  5.89561  -3.74280  -1.82466  0.10
H  0.17888  1.83996  5.18481  0.09
H  -0.17863  4.19132  3.83137  0.10
H  -3.33027  1.00983  0.45113  0.06
H  -1.86965  -3.73967  -3.42318  0.11
H  5.03307  -1.99828  -4.18770  0.10
H  -3.47549  0.27088  2.04667  0.07
H  -1.21916  2.44334  6.08981  0.08
H  6.01194  -2.44518  -0.62187  0.10

## Properties
LUMO = -1.0 eV
HOMO-LUMO gap = 7.067 eV
multiplicity = 1
SMILES string = CC1(C)OC(=O)C(=Cc2ccccc2)C(=O)O1.CN(C)C(=N)N(C)C
E = -31730.0673 eV
highest occupied orbital energy = -0.2978 hartree
relative energy (zero: lowest compared OMol25 entry of this formula, charge and spin) = 99.63 kcal/mol